14
Properties=species:S:1:pos:R:3:lowdin_charge:R:1 method="wB97M-V/def2-TZVPD" e_homo_ha=-0.2973 largest_force_ev_per_a=0.43 de_lowest_ev=7.093 molar_mass_g_mol=97.1 gap_ev=7.65
O -1.949 -0.060 -1.057 0.0051
N -0.272 -0.402 2.023 0.1697
C 0.760 -0.666 0.919 -0.1618
C -0.345 0.236 0.820 -0.1796
C 0.144 1.588 -0.796 0.0482
C -0.862 -0.081 -0.493 -0.5450
C 0.272 -1.235 -0.416 0.0029
H 1.778 -0.441 1.205 0.1363
H -1.031 -1.060 2.204 0.1232
H 1.037 -1.284 -1.195 0.1169
H -0.283 -2.175 -0.356 0.1238
H 1.156 1.777 -0.432 0.0488
H -0.543 2.399 -0.554 0.0520
H 0.138 1.403 -1.871 0.0595